The following is a quantum chemistry calculation of a 8-piece molecular cluster, C58H75F5N2O21P overall, from the OMol25 dataset.

Values from the calculation:
DFT total energy = -4785.32532 Eh
HOMO-LUMO gap = 6.79 eV
Highest occupied orbital energy = -11.07 eV
Charge = +1

Geometry as XYZ:
```
162
Properties=species:S:1:pos:R:3:forces:R:3:lowdin_charge:R:1
C -3.257 -3.387 -2.156 0.53 -0.41 0.08 -0.038
C -1.937 -2.724 -2.583 -0.49 0.56 -0.62 -0.332
C -1.695 -3.043 -4.073 0.19 -0.39 0.65 -0.079
C -1.983 -1.168 -2.411 -0.09 -0.16 -0.18 -0.104
C -1.489 -0.628 -1.105 0.13 -0.18 -0.39 -0.071
C -2.406 -0.220 -0.152 -0.46 0.37 0.36 -0.059
C -3.882 -0.320 -0.398 -0.11 -0.30 0.02 -0.012
C -4.380 -1.662 0.092 0.14 -0.30 0.05 -0.521
O -3.662 -2.461 0.621 -0.05 0.09 0.35 0.126
O -5.696 -1.851 -0.122 -0.10 0.67 0.20 0.132
C -1.966 0.256 1.064 -0.07 0.12 -0.24 0.036
C -2.971 0.711 2.097 -0.18 -0.45 0.14 -0.458
O -3.608 -0.099 2.700 -0.11 0.06 0.02 0.209
O -3.041 2.030 2.305 0.05 0.01 0.01 0.018
C -3.930 2.751 1.414 0.13 0.43 0.17 -0.107
C -3.249 3.174 0.116 -0.39 0.44 -0.26 -0.225
N -4.137 2.954 -1.022 0.29 -0.15 0.06 0.035
C -0.605 0.361 1.364 0.23 0.02 0.29 -0.068
C -0.248 0.868 2.736 -0.22 -0.03 0.53 -0.074
C -0.559 -0.149 3.868 0.42 0.07 -0.02 -0.092
C 0.546 -1.145 4.084 -0.35 -0.15 -0.10 -0.248
C 1.608 -0.882 4.936 -0.28 0.08 -0.17 -0.040
C 2.590 -1.832 5.102 0.61 -0.24 0.26 -0.077
C 2.537 -3.045 4.439 -0.15 -0.26 -0.30 -0.080
C 1.489 -3.314 3.575 -0.35 0.41 -0.01 -0.076
C 0.495 -2.356 3.405 0.18 -0.21 0.06 -0.055
C 0.305 0.018 0.399 -0.12 -0.71 -0.52 -0.002
C 1.759 0.359 0.822 0.19 0.44 -0.67 -0.413
F 2.029 -0.284 1.968 0.18 -0.24 -0.03 0.134
F 2.755 -0.042 -0.024 -0.23 -0.48 -0.63 0.089
C 1.936 1.854 0.966 0.01 -0.05 0.16 -0.140
C 2.987 2.311 1.749 0.19 -0.19 0.01 0.005
C 3.211 3.664 1.890 -0.05 -0.28 -0.02 -0.011
C 2.377 4.561 1.246 0.26 0.32 0.25 0.020
C 1.330 4.106 0.476 0.23 0.16 -0.17 -0.092
C 0.402 5.075 -0.187 -0.22 -0.12 0.27 -0.592
F 0.920 6.295 -0.293 0.18 0.26 -0.09 0.161
F -0.738 5.191 0.521 -0.14 0.06 0.08 0.143
F 0.047 4.667 -1.414 -0.02 -0.08 -0.29 0.147
C 1.113 2.750 0.324 -0.20 0.01 -0.21 0.049
N -0.142 -0.507 -0.837 0.44 0.55 0.65 0.093
P 0.977 -1.024 -2.104 0.19 -1.38 -1.42 0.499
O 0.380 -1.535 -3.332 0.40 0.59 0.31 -0.231
O 1.888 0.207 -2.487 0.08 0.38 0.96 -0.089
O 1.780 -2.171 -1.392 0.34 0.96 0.54 -0.043
H -3.493 -4.180 -2.857 -0.08 -0.13 -0.12 0.086
H -3.181 -3.853 -1.181 -0.17 0.13 0.17 0.075
H -4.090 -2.690 -2.175 -0.14 0.02 -0.02 0.079
H -1.111 -3.105 -1.991 0.13 -0.17 0.11 0.122
H -2.620 -3.238 -4.595 -0.18 0.19 -0.18 0.077
H -1.129 -3.970 -4.104 -0.01 -0.21 -0.19 0.085
H -1.085 -2.303 -4.566 -0.24 0.03 -0.29 0.050
H -3.008 -0.865 -2.575 -0.04 0.16 0.17 0.104
H -1.416 -0.710 -3.210 -0.14 -0.01 0.02 0.075
H -4.433 0.412 0.177 -0.08 0.28 0.10 0.115
H -4.187 -0.135 -1.420 -0.06 -0.01 -0.09 0.135
H -6.135 -2.034 0.724 -0.14 -0.45 -0.09 0.118
H -4.217 3.628 1.980 -0.07 0.05 0.21 0.132
H -4.832 2.178 1.230 -0.06 -0.21 -0.08 0.122
H -3.004 4.230 0.204 0.13 0.08 0.01 0.105
H -2.293 2.670 -0.011 0.05 -0.23 0.06 0.100
H -3.661 2.482 -1.775 -0.09 -0.11 -0.12 0.037
H -4.437 3.826 -1.433 -0.16 0.06 0.00 0.073
H -0.836 1.760 2.927 -0.13 0.17 -0.12 0.130
H 0.784 1.163 2.851 -0.08 0.07 -0.02 0.109
H -0.696 0.444 4.767 -0.10 0.01 0.17 0.132
H -1.473 -0.700 3.684 -0.26 0.07 -0.05 0.106
H 1.655 0.054 5.473 0.04 0.09 0.14 0.114
H 3.417 -1.652 5.770 0.03 0.16 0.16 0.101
H 3.296 -3.796 4.589 0.19 -0.01 0.10 0.103
H 1.410 -4.248 3.043 0.11 -0.20 -0.03 0.101
H -0.335 -2.556 2.740 -0.15 -0.06 -0.05 0.112
H 3.629 1.598 2.243 0.05 -0.08 0.12 0.136
H 4.023 4.000 2.511 0.09 0.17 0.07 0.123
H 2.567 5.614 1.362 -0.11 0.19 -0.03 0.113
H 0.295 2.427 -0.304 -0.10 -0.09 -0.05 0.129
H 1.677 0.418 -3.409 0.07 0.01 -0.05 0.111
H 2.728 -2.057 -1.545 0.21 -0.28 0.26 0.099
O -1.738 -4.325 -6.662 -0.02 0.03 -0.21 0.102
C -0.751 -4.910 -7.010 0.10 -0.02 0.16 -0.480
O -0.802 -6.096 -7.645 -0.04 -0.06 -0.03 0.035
C 0.527 -6.620 -7.844 0.15 0.07 -0.05 -0.134
C 1.448 -5.408 -7.779 -0.04 -0.02 -0.11 -0.149
C 0.699 -4.507 -6.797 0.06 -0.17 -0.40 -0.080
H 0.733 -7.340 -7.050 0.00 0.02 0.04 0.130
H 0.558 -7.133 -8.801 -0.13 -0.01 -0.02 0.126
H 2.461 -5.658 -7.474 -0.30 -0.02 -0.12 0.089
H 1.494 -4.926 -8.756 -0.07 0.00 -0.05 0.123
H 0.967 -4.722 -5.760 -0.02 0.00 -0.01 0.112
H 0.830 -3.447 -6.998 -0.07 0.08 0.15 0.126
O 3.513 -5.310 -5.824 0.31 -0.01 0.29 0.109
C 3.882 -4.229 -5.475 0.16 -0.01 0.27 -0.470
O 4.872 -3.556 -6.099 -0.04 0.00 -0.04 0.046
C 5.169 -2.327 -5.412 -0.02 0.13 0.06 -0.133
C 3.903 -2.013 -4.621 -0.10 -0.11 0.12 -0.154
C 3.368 -3.411 -4.302 -0.01 0.48 -0.23 -0.072
H 6.034 -2.492 -4.766 -0.01 -0.03 0.01 0.133
H 5.418 -1.564 -6.143 0.02 -0.06 -0.07 0.128
H 4.092 -1.395 -3.744 0.11 0.01 -0.03 0.085
H 3.191 -1.486 -5.260 0.01 0.02 -0.01 0.123
H 3.794 -3.817 -3.382 -0.04 -0.11 -0.02 0.133
H 2.282 -3.442 -4.260 0.00 -0.19 0.12 0.103
O 1.738 6.282 4.664 -0.02 -0.05 0.03 0.114
C 1.522 7.392 4.272 0.02 -0.10 -0.18 -0.496
O 0.528 8.162 4.759 -0.03 0.08 0.04 0.032
C 0.441 9.399 4.022 0.04 0.11 -0.06 -0.144
C 1.817 9.587 3.388 -0.04 -0.14 0.03 -0.145
C 2.249 8.138 3.170 0.10 0.40 0.09 -0.084
H -0.348 9.294 3.275 0.01 -0.01 -0.02 0.126
H 0.171 10.195 4.709 -0.03 -0.08 0.09 0.126
H 1.794 10.193 2.486 -0.07 -0.04 -0.03 0.117
H 2.491 10.067 4.098 -0.02 0.02 0.02 0.120
H 1.901 7.747 2.211 0.03 -0.01 -0.02 0.111
H 3.323 8.000 3.260 0.00 -0.19 -0.09 0.126
O 2.567 -0.245 7.935 0.07 0.08 -0.01 0.110
C 2.416 -1.221 8.610 -0.21 0.02 -0.07 -0.488
O 3.229 -2.296 8.507 0.06 -0.07 0.03 0.016
C 2.759 -3.364 9.351 -0.06 -0.07 0.11 -0.148
C 1.902 -2.683 10.413 -0.06 0.10 -0.06 -0.148
C 1.336 -1.492 9.639 0.29 -0.20 0.25 -0.069
H 2.184 -4.058 8.735 -0.02 0.02 -0.01 0.127
H 3.618 -3.887 9.761 0.08 0.05 -0.07 0.125
H 1.149 -3.342 10.839 -0.02 -0.03 -0.06 0.116
H 2.535 -2.326 11.225 0.02 -0.02 0.01 0.119
H 0.415 -1.743 9.110 -0.02 0.06 -0.02 0.131
H 1.174 -0.615 10.258 -0.11 0.08 -0.12 0.126
O -4.254 3.032 -3.879 0.05 -0.15 -0.02 0.116
C -3.534 2.433 -4.623 0.05 0.33 -0.10 -0.472
O -3.290 1.106 -4.483 0.08 -0.03 0.05 0.012
C -2.318 0.675 -5.458 0.03 -0.06 -0.17 -0.153
C -2.378 1.712 -6.572 -0.04 0.13 0.07 -0.137
C -2.747 2.979 -5.799 -0.11 -0.41 -0.24 -0.063
H -1.337 0.649 -4.974 0.01 0.01 -0.01 0.113
H -2.577 -0.329 -5.785 -0.04 -0.04 0.10 0.132
H -1.452 1.784 -7.137 0.04 -0.01 0.05 0.120
H -3.178 1.459 -7.268 0.00 -0.03 -0.01 0.125
H -1.871 3.503 -5.412 -0.02 0.06 0.01 0.131
H -3.359 3.668 -6.373 0.03 0.15 0.11 0.130
O 5.935 1.368 -5.074 -0.04 0.02 -0.09 0.127
C 5.857 1.783 -3.956 0.07 -0.29 0.00 -0.486
O 6.611 2.800 -3.492 -0.02 0.06 0.02 0.040
C 6.374 3.001 -2.088 -0.06 0.02 0.12 -0.140
C 4.997 2.397 -1.826 -0.01 -0.04 -0.09 -0.146
C 4.960 1.263 -2.848 0.04 0.51 0.26 -0.089
H 7.164 2.495 -1.530 -0.01 -0.03 -0.01 0.131
H 6.424 4.066 -1.877 0.05 0.02 -0.10 0.128
H 4.855 2.079 -0.797 0.06 -0.04 0.10 0.104
H 4.223 3.130 -2.060 0.01 0.01 0.01 0.121
H 5.393 0.341 -2.455 -0.02 -0.04 -0.04 0.132
H 3.965 1.075 -3.226 0.01 -0.20 -0.12 0.087
O -8.844 -2.221 4.253 0.01 0.10 -0.02 0.141
C -7.737 -2.649 4.155 -0.16 -0.23 0.11 -0.478
O -6.920 -2.324 3.113 0.12 0.07 -0.16 0.006
C -5.687 -3.058 3.196 0.20 -0.13 0.04 -0.171
C -5.549 -3.457 4.659 -0.18 0.02 0.10 -0.142
C -7.013 -3.619 5.074 0.38 0.24 -0.08 -0.067
H -5.760 -3.927 2.537 0.01 -0.03 0.02 0.134
H -4.880 -2.420 2.850 -0.01 0.06 -0.01 0.093
H -4.937 -4.345 4.803 -0.04 -0.04 -0.06 0.117
H -5.096 -2.640 5.222 0.02 0.01 -0.02 0.119
H -7.390 -4.623 4.876 -0.06 0.00 0.04 0.133
H -7.195 -3.359 6.112 -0.17 -0.08 0.01 0.126
```
Positions in Å, forces in eV/Å.